1.
ORCA calculation (ωB97M-V/def2-TZVPD) on an isolated molecule of C22H25N5O2S.

```
55
Properties=species:S:1:pos:R:3:forces:R:3
C -0.15282 -5.68190 -0.71047 -0.04 0.19 0.13
C -0.02352 -4.66962 0.42106 0.04 -0.16 0.05
C 1.10052 -4.99576 1.40478 0.01 0.06 -0.19
C 2.50758 -5.05190 0.80729 -0.16 0.08 0.11
C 3.03039 -3.71365 0.29748 0.01 0.00 -0.38
S 2.57449 -3.37471 -1.44739 0.34 -0.35 0.01
C 1.60008 -1.95162 -1.30617 -0.16 0.59 0.87
N 1.10195 -1.46273 -2.43882 0.52 -0.83 -0.51
N 0.31004 -0.45076 -2.35856 -0.49 0.53 0.13
C -0.00621 0.13600 -1.20470 0.39 -0.39 0.49
C 0.62488 -0.34729 -0.02282 0.18 -0.44 -0.63
N 1.40674 -1.40959 -0.10799 -0.24 0.29 -0.08
O 0.56645 0.12865 1.22060 0.16 -0.12 -0.07
C -0.18038 1.28351 1.53907 -0.42 0.49 0.56
C 0.48489 2.54082 1.08136 0.35 -0.37 -0.07
C 1.44813 2.75242 0.12372 -0.08 -0.20 0.26
C 1.68383 4.13675 0.07271 0.00 0.16 0.00
C 0.85786 4.71824 0.99515 0.20 0.37 -0.20
N 0.13022 3.75073 1.60737 0.02 -0.21 -0.14
C -0.81208 3.96266 2.66935 -0.25 -0.02 0.39
N -1.54077 1.19264 1.02961 0.76 0.03 -0.11
C -2.51402 0.65485 1.83438 -0.38 -0.13 -0.05
C -3.83485 0.36303 1.16606 -0.04 -0.16 0.15
O -2.30050 0.41984 3.00286 -0.04 -0.12 0.24
C -1.74510 1.70082 -0.27279 -0.11 0.10 -0.51
C -2.66025 2.72693 -0.47627 0.10 -0.03 -0.03
C -2.82690 3.27893 -1.73082 -0.06 0.00 0.01
C -2.06309 2.81728 -2.79229 -0.04 0.03 0.01
C -1.14489 1.80846 -2.59516 0.03 0.03 0.13
C -0.96539 1.23260 -1.33458 -0.57 0.41 0.01
H -1.04106 -5.47150 -1.30197 -0.06 -0.05 -0.11
H -0.23725 -6.69060 -0.31083 -0.02 -0.16 0.00
H 0.70692 -5.63962 -1.37408 0.04 -0.06 -0.09
H -0.96074 -4.64283 0.98324 -0.01 0.08 -0.01
H 0.12719 -3.67350 0.00532 -0.08 0.05 0.04
H 1.09074 -4.24813 2.20180 0.03 -0.04 0.10
H 0.89055 -5.96705 1.86030 -0.03 0.00 0.08
H 2.54677 -5.78926 0.00468 0.08 -0.13 0.03
H 3.18805 -5.39110 1.59300 0.04 -0.04 -0.06
H 4.11982 -3.70228 0.30876 -0.03 0.08 0.05
H 2.64350 -2.87645 0.87605 0.17 -0.06 0.06
H -0.25116 1.24360 2.63662 -0.02 0.03 -0.40
H 1.94200 2.00578 -0.46626 0.06 -0.17 -0.08
H 2.37873 4.63783 -0.56999 0.12 0.16 -0.10
H 0.73733 5.75014 1.25964 -0.06 0.18 0.10
H -1.77414 3.50383 2.43651 0.01 0.04 0.00
H -0.44737 3.53268 3.60590 -0.04 0.05 -0.03
H -0.95552 5.03272 2.80753 0.00 -0.05 -0.01
H -3.71391 0.15213 0.10731 -0.07 0.01 -0.04
H -4.28384 -0.48943 1.67015 0.03 0.01 0.04
H -4.50613 1.21105 1.28486 -0.05 0.06 -0.04
H -3.23619 3.09288 0.36056 -0.03 0.04 0.10
H -3.54092 4.07510 -1.87615 -0.07 0.07 -0.02
H -2.18243 3.25123 -3.77296 0.00 0.04 -0.10
H -0.54415 1.43594 -3.40888 0.01 0.03 -0.08
```
Positions in Å, forces in eV/Å.

Its structure (SMILES) is CCCCCSc1nnc2c(n1)O[C@@H](c1cccn1C)N(C(C)=O)c1ccccc1-2. As for the gap between HOMO and LUMO: 8.3 eV.

***

2.
ORCA calculation (ωB97M-V/def2-TZVPD) on a cluster of 2 separate species, C4H10OS in total.

```
16
Properties=species:S:1:pos:R:3:forces:R:3
C 1.96739 0.45613 -0.02561 -0.44 -0.09 -3.26
C -1.59221 -0.92152 0.09210 -0.88 -1.42 -2.52
C 0.69092 -0.18089 0.37678 -0.38 3.25 1.80
C -0.26464 -0.66529 -0.59965 -1.72 -0.04 -1.37
O -0.17337 1.49344 1.15439 0.96 -2.09 -3.88
S -0.63201 0.55944 -1.91608 0.90 -0.14 -1.04
H 2.60892 -0.24297 -0.72692 -1.31 1.27 1.23
H 2.44799 0.56471 0.88407 1.61 0.91 1.39
H 1.71506 1.45885 -0.59098 0.74 -2.05 1.24
H -1.51982 -1.88497 0.56523 -0.08 0.10 1.55
H -1.90740 0.00563 0.54500 -0.04 -0.32 0.97
H -2.35152 -1.18595 -0.68884 0.53 0.51 0.38
H 0.64156 -0.62253 1.36670 0.23 -0.50 -0.24
H 0.09945 -1.57190 -1.18937 -0.18 1.06 0.99
H -0.15424 1.46072 2.08034 0.21 -0.52 2.20
H -1.57608 1.27712 -1.32718 -0.15 0.06 0.56
```
Positions in Å, forces in eV/Å.

As for the gap between HOMO and LUMO: 9.3 eV.

***

3.
ORCA calculation (ωB97M-V/def2-TZVPD) on the ion C7H15N with charge +1.

```
23
Properties=species:S:1:pos:R:3:forces:R:3
C 2.30998 -0.75362 1.24878 -1.95 1.01 -0.63
C 1.22471 0.46262 0.84730 -0.56 -0.78 2.64
C -0.26671 -0.08123 0.86444 0.33 1.70 1.73
C -0.44907 -1.02753 -0.35733 -0.45 0.05 -1.80
C -2.80073 -0.57474 -1.26260 -2.31 -1.77 1.08
C -1.47159 -0.45669 -1.39361 3.48 0.83 3.31
C -0.96864 0.61346 -2.17293 1.78 1.81 -2.17
N 1.22961 1.72317 1.68654 -1.47 -2.00 0.38
H 3.35622 -0.37249 0.93937 -1.68 -1.21 0.94
H 2.07359 -1.04819 2.28714 1.03 1.05 0.15
H 1.96263 -1.75970 0.85638 0.87 1.28 -0.81
H 1.46733 0.83109 -0.11203 0.31 0.15 -1.31
H -0.43002 -0.43789 1.95262 0.12 -0.64 -2.01
H -0.98944 0.81322 0.93006 1.07 -1.07 -0.86
H -0.69476 -2.03853 -0.12331 -0.39 -0.71 0.51
H 0.48040 -1.09662 -0.95932 -0.24 0.14 0.72
H -3.50526 -0.31435 -1.98096 -0.80 0.81 -1.63
H -3.30344 -1.07025 -0.44989 0.36 -0.12 0.67
H 0.00692 0.36671 -2.71098 -1.17 -0.09 0.34
H -0.55232 1.50403 -1.61369 -0.52 -0.90 0.29
H -1.71186 1.04338 -2.84144 0.15 -0.07 -0.24
H 0.87236 1.62810 2.68111 0.88 -0.20 -1.71
H 2.16007 2.04604 1.68435 1.17 0.73 0.41
```
Positions in Å, forces in eV/Å.

The expectation value of S² is 0.754. Its charge is +1. As for the gap between HOMO and LUMO (alpha / beta): 8.0 / 4.0 eV. Its spin multiplicity is 2.

***

4.
ORCA calculation (ωB97M-V/def2-TZVPD) on a structure of composition C28H38AsCoN2O4S2.

```
76
Properties=species:S:1:pos:R:3:forces:R:3
Co -0.19819 0.49975 0.00666 0.03 0.01 0.02
O 0.68146 2.68905 3.37877 -0.01 0.03 0.00
C 0.72092 1.75702 2.57131 0.03 -0.07 0.02
O -0.22060 1.48625 1.74563 -0.04 0.05 -0.03
C 1.94000 0.85179 2.61167 -0.02 0.02 -0.02
C 2.43331 0.57448 3.88577 0.04 -0.02 0.03
C 3.54179 -0.22978 4.08296 -0.02 0.02 0.01
C 4.19708 -0.74941 2.97417 0.01 -0.01 -0.02
C 3.73119 -0.46798 1.70354 0.01 -0.02 0.00
C 2.59460 0.32334 1.48713 0.01 0.01 0.00
S 2.13236 0.62084 -0.19485 -0.05 0.00 0.01
H 1.92187 1.02390 4.72713 -0.01 0.00 -0.01
H 3.89582 -0.44107 5.08458 0.00 0.00 0.00
H 5.07341 -1.37555 3.09864 0.00 0.00 -0.01
H 4.24162 -0.86789 0.83606 0.00 0.00 0.00
C 0.60818 -2.90062 -2.24386 -0.03 -0.02 0.03
C 0.99203 -1.67549 -3.06541 0.03 0.02 -0.05
As -0.11120 -0.12579 -2.59699 -0.06 -0.04 0.05
C -1.84920 -0.63749 -3.35587 0.02 -0.02 -0.02
C -1.88716 -1.05905 -4.81792 -0.01 0.00 -0.01
C 0.51017 1.21884 -3.90414 0.00 0.01 -0.02
C 1.28180 0.72231 -5.12140 0.00 0.00 0.00
H 1.25998 -3.74518 -2.47956 0.00 -0.01 0.01
H -0.42230 -3.20880 -2.43807 0.00 0.00 0.00
H 0.68225 -2.69282 -1.17574 0.01 0.01 -0.01
H 0.93478 -1.88183 -4.13639 0.00 0.01 0.01
H 2.01684 -1.37530 -2.83652 0.00 -0.01 0.00
H -2.49062 0.22881 -3.17604 -0.01 0.00 0.00
H -2.21906 -1.43009 -2.70083 0.01 0.01 0.00
H -1.57435 -0.24664 -5.47657 0.00 0.00 0.00
H -2.89659 -1.35215 -5.11952 0.00 0.00 0.00
H -1.23089 -1.91102 -5.00803 0.00 0.00 0.01
H 1.12863 1.90989 -3.32821 -0.01 0.00 0.01
H -0.38225 1.77507 -4.20333 0.00 0.01 0.00
H 2.19604 0.20709 -4.82424 0.00 0.00 0.00
H 1.57231 1.55717 -5.76466 0.00 0.00 0.00
H 0.69622 0.02738 -5.72444 0.00 0.00 0.00
C -3.81384 -7.20420 -2.39363 -0.05 0.01 -0.05
C -4.64680 -8.02633 -1.44626 -0.04 -0.04 -0.01
O -5.18204 -9.05789 -1.76621 0.05 -0.01 0.01
S -4.89575 -7.45175 0.22652 -0.02 0.02 0.01
C -4.07143 -5.88298 0.26954 0.02 0.03 0.00
C -2.75157 -5.79322 0.70404 0.00 -0.01 -0.01
C -2.09705 -4.57511 0.70906 -0.01 0.00 0.01
C -2.74661 -3.40725 0.28460 -0.05 0.01 -0.04
C -4.08396 -3.50813 -0.12461 0.03 -0.02 -0.01
C -4.73730 -4.72702 -0.12851 -0.01 -0.02 0.01
C -2.05664 -2.16175 0.25013 0.04 0.00 -0.01
C -1.40174 -1.13300 0.18635 0.06 -0.02 0.02
H -4.43819 -6.40068 -2.79044 0.04 0.03 0.02
H -3.50761 -7.84868 -3.21434 0.00 0.00 0.00
H -2.95396 -6.74472 -1.91242 0.00 -0.02 0.01
H -2.23562 -6.68948 1.02569 0.00 0.00 0.01
H -1.06919 -4.50626 1.03929 0.00 0.00 0.00
H -4.59730 -2.61178 -0.44721 -0.01 0.00 0.01
H -5.77009 -4.79118 -0.44888 0.00 0.00 0.00
C -3.98840 1.51726 0.04387 0.00 -0.01 0.01
N -3.30316 2.76438 0.32530 -0.01 0.00 0.01
C -4.15521 3.91568 0.53047 0.01 0.00 0.02
C -1.99697 2.87136 -0.05726 0.01 -0.03 -0.04
O -1.50788 2.01785 -0.82748 0.03 0.03 0.05
N -1.28679 3.93576 0.38512 -0.04 0.03 -0.02
C 0.05401 4.10124 -0.15442 0.02 -0.02 0.00
C -1.45954 4.45171 1.74093 -0.01 -0.03 0.00
H -4.79242 1.39296 0.77140 0.00 0.00 0.00
H -3.30090 0.67975 0.13278 -0.01 0.00 -0.01
H -4.42160 1.51376 -0.96348 0.00 0.00 0.00
H -4.97717 3.89274 -0.19269 0.00 0.00 0.00
H -3.59568 4.83456 0.38085 0.01 0.00 0.00
H -4.58514 3.92748 1.53603 0.00 0.00 0.00
H 0.05953 3.84972 -1.21219 0.00 0.01 0.00
H 0.77104 3.45595 0.35800 0.00 0.01 -0.01
H 0.34736 5.14391 -0.02717 0.00 0.01 0.00
H -2.26393 3.92320 2.24257 -0.03 0.00 0.00
H -1.67603 5.52415 1.72664 0.01 0.00 0.00
H -0.55749 4.24524 2.31769 0.02 0.02 0.00
```
Positions in Å, forces in eV/Å.

The expectation value of S² is 3.760. Its charge is -1. As for the gap between HOMO and LUMO (alpha / beta): 6.7 / 6.8 eV. Its spin multiplicity is 4.

***

Calculated largest force on an atom (eV/A), listed in the same order as above: 1.10, 4.51, 4.87, 0.08
Calculated energy relative to the best compared isomer or geometry (same formula, charge and spin) (kcal/mol), listed in the same order as above: 54.4, 66.9, 91.3, 0.0